143
Properties=species:S:1:pos:R:3:mulliken_charge:R:1 method="wB97M-V/def2-TZVPD" multiplicity=1 energy_ev=-125885.658 charge=+1
C -1.23 -5.51 3.48 -0.808
C -2.77 -5.85 3.06 -0.359
B -3.70 -4.53 3.30 0.053
O -4.26 -4.34 4.61 -0.388
N -3.85 -3.59 2.14 -0.229
C -4.85 -2.68 2.12 0.465
N -5.92 -2.42 3.02 -0.362
C -6.68 -1.31 2.50 0.005
N -5.97 -1.00 1.29 0.238
C -6.24 0.07 0.28 -0.894
C -5.36 1.40 0.46 -0.353
C -4.36 1.38 1.71 -0.525
C -3.09 2.35 1.43 -0.587
S -1.93 1.43 0.30 0.982
O -2.57 0.22 -0.35 -0.441
O -1.52 2.36 -0.81 -0.498
Cl -0.26 0.67 1.33 -0.170
N -4.90 -1.79 0.99 -0.149
H -0.95 -4.43 3.17 0.235
H -0.49 -6.26 3.04 0.305
H -1.16 -5.58 4.61 0.230
H -2.86 -6.11 1.95 0.309
H -3.16 -6.65 3.76 0.224
H -5.24 -4.42 4.58 0.293
H -3.16 -3.57 1.37 0.156
H -7.60 -0.79 2.90 0.359
H -7.35 0.36 0.39 0.335
H -6.13 -0.36 -0.78 0.319
H -4.75 1.55 -0.50 0.255
H -6.06 2.30 0.62 0.411
H -4.93 1.74 2.64 0.518
H -3.91 0.37 1.96 0.103
H -2.53 2.45 2.44 0.247
H -3.39 3.37 1.04 0.355
H -4.29 -1.67 0.17 0.268
F -2.91 4.87 2.86 -0.240
C -1.87 5.19 3.66 0.570
C -2.01 6.20 4.60 -0.513
C -0.94 6.52 5.43 -0.470
C 0.27 5.84 5.30 -0.594
C 0.40 4.84 4.35 -0.462
C -0.67 4.51 3.53 -0.065
H -2.96 6.72 4.69 0.420
H -1.05 7.30 6.18 0.382
H 1.10 6.10 5.94 0.407
H 1.35 4.31 4.24 0.452
H -0.58 3.72 2.79 0.151
F -2.55 -7.02 7.50 -0.367
C -3.18 -5.99 8.09 0.103
C -2.95 -5.74 9.44 -0.463
C -3.59 -4.68 10.06 -0.445
C -4.46 -3.87 9.32 -0.516
C -4.68 -4.13 7.98 -0.594
C -4.04 -5.19 7.35 0.116
H -2.28 -6.39 10.00 0.454
H -3.42 -4.47 11.11 0.382
H -4.97 -3.04 9.81 0.379
H -5.36 -3.50 7.41 0.342
H -4.19 -5.40 6.31 0.702
F -0.54 -3.91 -2.28 -0.317
C 0.06 -2.76 -2.65 0.217
C 1.00 -2.77 -3.66 -0.430
C 1.62 -1.58 -4.03 -0.530
C 1.28 -0.39 -3.39 -0.343
C 0.33 -0.39 -2.38 -0.407
C -0.29 -1.58 -2.01 -0.163
H 1.26 -3.71 -4.14 0.439
H 2.36 -1.58 -4.83 0.434
H 1.76 0.54 -3.68 0.487
H 0.07 0.54 -1.87 0.205
H -1.04 -1.59 -1.22 0.372
F -6.76 -7.26 5.45 -0.257
C -6.76 -8.21 6.40 0.167
C -7.88 -9.01 6.57 -0.446
C -7.87 -9.99 7.55 -0.438
C -6.76 -10.16 8.37 -0.501
C -5.64 -9.34 8.20 -0.434
C -5.64 -8.37 7.21 0.083
H -8.74 -8.86 5.93 0.412
H -8.74 -10.63 7.68 0.367
H -6.76 -10.92 9.13 0.372
H -4.77 -9.47 8.83 0.390
H -4.78 -7.73 7.05 0.274
F 3.01 4.54 2.72 -0.300
C 3.13 5.64 1.94 0.361
C 4.37 6.22 1.78 -0.424
C 4.50 7.35 0.97 -0.464
C 3.37 7.88 0.35 -0.453
C 2.12 7.29 0.53 -0.559
C 2.00 6.16 1.33 -0.115
H 5.24 5.79 2.27 0.430
H 5.47 7.81 0.83 0.385
H 3.46 8.77 -0.27 0.400
H 1.25 7.71 0.05 0.379
H 1.04 5.68 1.47 0.359
F 5.83 5.03 -3.00 -0.329
C 5.43 3.96 -3.71 0.289
C 4.08 3.76 -3.93 -0.598
C 3.67 2.66 -4.67 -0.370
C 4.61 1.76 -5.17 -0.768
C 5.97 1.98 -4.94 -0.236
C 6.38 3.08 -4.21 -0.685
H 3.36 4.46 -3.53 0.500
H 2.61 2.49 -4.85 0.620
H 4.29 0.90 -5.74 0.626
H 6.70 1.28 -5.32 0.547
H 7.43 3.27 -4.02 0.454
F 0.55 5.44 -8.96 -0.321
C 0.24 5.16 -7.69 0.246
C 0.96 5.76 -6.67 -0.391
C 0.64 5.48 -5.34 -0.386
C -0.39 4.58 -5.06 -0.559
C -1.10 3.97 -6.09 -0.427
C -0.78 4.27 -7.41 -0.357
H 1.76 6.45 -6.91 0.431
H 1.19 5.95 -4.54 0.441
H -0.64 4.35 -4.03 0.527
H -1.89 3.27 -5.87 0.375
H -1.33 3.81 -8.23 0.417
F 7.50 -0.61 -5.61 -0.291
C 7.92 -1.11 -4.43 0.366
C 7.08 -1.97 -3.73 -0.408
C 7.52 -2.49 -2.52 -0.405
C 8.77 -2.15 -2.02 -0.477
C 9.60 -1.29 -2.73 -0.410
C 9.17 -0.77 -3.95 -0.341
H 6.11 -2.21 -4.13 0.447
H 6.87 -3.17 -1.96 0.363
H 9.10 -2.56 -1.07 0.364
H 10.57 -1.02 -2.34 0.367
H 9.80 -0.11 -4.53 0.423
F 6.86 -0.49 -11.21 -0.309
C 6.25 0.53 -10.58 0.367
C 6.50 0.75 -9.24 -0.550
C 5.88 1.81 -8.59 -0.157
C 5.00 2.63 -9.30 -0.693
C 4.75 2.40 -10.65 -0.350
C 5.39 1.34 -11.30 -0.477
H 7.18 0.10 -8.70 0.499
H 6.07 2.00 -7.54 0.382
H 4.51 3.46 -8.79 0.474
H 4.07 3.04 -11.19 0.378
H 5.21 1.15 -12.35 0.408